# 1
Formula: C36H50BrCuN3OP2
Source: the Open Molecules 2025 dataset
Level of theory: ωB97M-V/def2-TZVPD

Geometry (Å):
Br1 0.065 -1.185 -2.053
Cu1 -0.881 -0.754 1.913
P1 -2.410 0.962 0.879
P2 -2.157 -1.969 -3.610
O1 1.145 0.488 0.872
N1 3.130 1.706 1.321
N2 3.467 2.700 2.173
N3 -2.940 -9.720 4.501
C1 -1.765 -7.675 4.707
C2 3.748 0.799 -0.834
C3 -3.969 0.059 0.371
C4 -0.893 -2.247 0.445
C5 -0.312 -2.568 -0.884
C6 -2.346 -7.189 3.493
C7 -3.527 -4.545 -3.337
C8 6.341 0.369 0.167
C9 4.685 3.464 1.969
C10 2.456 4.161 3.918
C11 -4.734 -0.706 1.438
C12 -1.876 -5.950 2.853
C13 -0.417 -4.957 -0.372
C14 -0.683 -1.791 -4.713
C15 -2.877 1.595 2.541
C16 -3.075 -0.616 -2.902
C17 -0.009 -3.892 -1.191
C18 -0.628 -2.502 -6.051
C19 -2.539 -3.537 -2.756
C20 -2.079 -8.975 5.168
C21 -3.546 3.110 -0.843
C22 6.085 0.249 -1.209
C23 -0.696 -4.589 0.948
C24 4.068 1.057 0.504
C25 5.317 0.733 1.030
C26 -3.917 2.701 2.603
C27 -1.410 -5.255 1.950
C28 -0.612 -3.252 1.383
C29 1.778 1.384 1.480
C30 -2.285 2.395 -0.316
C31 -3.591 -9.320 3.425
C32 -3.339 -8.036 2.892
C33 4.780 0.444 -1.697
C34 -4.275 -0.150 -3.748
C35 2.372 3.083 2.883
C36 1.319 2.284 2.512
H1 0.293 2.330 2.853
H2 -5.308 -0.075 2.126
H3 5.555 2.875 2.282
H4 -4.881 2.396 2.175
H5 0.181 -2.095 -4.081
H6 4.608 4.358 2.594
H7 -1.925 1.904 3.004
H8 4.565 0.326 -2.762
H9 -2.388 0.227 -2.690
H10 -3.230 0.708 3.092
H11 -1.470 -2.246 -6.697
H12 3.313 3.996 4.611
H13 -4.056 2.508 -1.608
H14 -4.308 -10.047 2.991
H15 -3.295 -5.514 -2.876
H16 -0.796 -3.060 2.445
H17 -0.565 -0.705 -4.861
H18 -0.470 -6.015 -0.665
H19 -1.632 -9.435 6.073
H20 -3.578 3.605 2.089
H21 -1.879 -1.582 0.577
H22 2.552 5.180 3.473
H23 -4.732 -0.952 -4.353
H24 -3.461 -1.041 -1.958
H25 5.500 0.813 2.101
H26 4.797 3.770 0.917
H27 -1.709 2.001 -1.174
H28 1.517 4.135 4.510
H29 2.727 0.929 -1.185
H30 -4.071 -1.358 2.016
H31 0.279 -2.151 -6.556
H32 -3.516 -0.687 -0.299
H33 -4.270 3.353 -0.052
H34 -4.545 -4.255 -3.068
H35 7.339 0.180 0.558
H36 -2.836 -3.283 -1.724
H37 -3.918 -7.795 1.999
H38 -3.385 -4.649 -4.417
H39 -1.578 -4.072 -2.757
H40 -4.090 2.954 3.658
H41 -3.259 4.055 -1.333
H42 -5.043 0.232 -3.062
H43 -5.451 -1.360 0.935
H44 0.569 -4.140 -2.079
H45 -4.634 0.708 -0.223
H46 -0.589 -3.585 -5.937
H47 6.895 -0.005 -1.907
H48 -1.037 -7.138 5.318
H49 -3.938 0.663 -4.407
H50 -1.625 3.138 0.161

Computed properties:
- Expectation value of S²: 0.7537
- Calculated total energy: -177899.062 eV
- Relative energy (zero: lowest compared OMol25 entry of this formula, charge and spin): 68.8 kcal/mol
- 2S+1: 2
- Highest occupied orbital energy (spin up / spin down): -12.4 / -12.4 eV
- Lowest unoccupied orbital energy (spin up / spin down): -5.777 / -6.775 eV
- Net charge: +2



# 2
Formula: C36H50CsGeN7O5
Source: the Open Molecules 2025 dataset
Level of theory: ωB97M-V/def2-TZVPD

Geometry (Å):
Cs1 -0.448 0.607 -0.167
Ge1 -0.773 -3.603 -1.569
O1 -5.329 1.092 -1.017
O2 0.069 1.354 -3.544
O3 1.101 1.963 1.420
O4 -1.853 -2.110 4.186
O5 2.286 3.577 0.415
N1 2.692 3.209 3.748
N2 2.632 5.520 3.763
N3 -2.938 -0.239 1.306
N4 0.716 4.298 3.291
N5 3.393 0.804 -0.292
N6 -0.602 -0.652 3.014
N7 -3.091 1.245 -1.179
C1 2.057 -1.523 2.314
C2 0.928 0.735 -4.132
C3 3.273 -2.072 1.927
C4 2.198 0.311 -3.428
C5 -2.889 1.709 -6.044
C6 -5.143 1.894 -2.184
C7 0.279 -1.126 4.079
C8 -3.185 0.024 -3.862
C9 -5.295 -0.615 1.067
C10 2.168 2.446 0.917
C11 -0.555 -2.230 4.780
C12 1.626 -1.641 3.626
C13 0.785 0.307 -5.570
C14 0.532 -2.800 -0.461
C15 -4.089 -0.051 0.659
C16 -3.014 -0.508 -5.131
C17 -2.966 -1.010 2.391
C18 -0.679 -2.894 -3.427
C19 4.735 3.424 2.256
C20 -2.611 -3.251 -0.901
C21 -4.091 0.792 -0.546
C22 -2.881 0.333 -6.227
C23 4.154 3.119 3.646
C24 -4.127 -1.616 2.868
C25 2.019 4.347 3.558
C26 -0.691 -5.594 -1.807
C27 -1.719 -1.221 3.160
C28 -3.211 1.402 -3.677
C29 4.727 2.234 1.286
C30 -5.310 -1.417 2.188
C31 3.665 -2.813 4.175
C32 -3.599 1.987 -2.339
C33 2.446 -2.277 4.559
C34 -3.043 2.240 -4.772
C35 3.392 1.521 0.985
C36 4.077 -2.720 2.850
H1 -3.299 -0.638 -3.009
H2 2.878 -0.224 -4.087
H3 0.283 -5.879 -2.209
H4 0.316 -3.072 -3.846
H5 1.727 0.420 -6.106
H6 -0.812 -6.085 -0.838
H7 -2.992 -1.582 -5.264
H8 0.440 -3.074 0.596
H9 -2.773 2.373 -6.892
H10 0.470 3.511 2.658
H11 5.778 3.724 2.395
H12 -5.629 2.858 -2.034
H13 0.448 -0.287 4.763
H14 -0.007 0.865 -6.060
H15 -0.650 -2.096 5.856
H16 -1.466 -5.974 -2.484
H17 2.173 6.367 3.482
H18 3.624 5.559 3.912
H19 4.214 0.216 -0.380
H20 3.418 1.487 -1.042
H21 2.163 2.378 3.509
H22 4.429 2.109 3.946
H23 0.271 5.171 3.058
H24 -3.369 -3.754 -1.507
H25 -0.867 -1.816 -3.443
H26 2.125 -2.364 5.593
H27 1.565 -2.939 -0.799
H28 5.408 1.476 1.688
H29 4.579 3.791 4.396
H30 -2.829 -2.177 -0.898
H31 -4.087 -2.234 3.752
H32 2.690 1.205 -3.041
H33 -3.049 3.315 -4.630
H34 4.286 -3.314 4.907
H35 -3.258 3.022 -2.281
H36 1.939 -0.319 -2.571
H37 -6.192 -0.419 0.498
H38 5.015 -3.169 2.547
H39 1.444 -1.013 1.588
H40 -2.759 -0.082 -7.219
H41 3.205 0.780 1.764
H42 5.146 2.575 0.337
H43 -0.162 -3.225 4.570
H44 -2.708 -3.611 0.128
H45 4.202 4.259 1.803
H46 0.515 -0.755 -5.574
H47 -1.411 -3.382 -4.080
H48 -5.600 1.387 -3.031
H49 3.576 -1.998 0.889
H50 -6.229 -1.871 2.532

Computed properties:
- Calculated total energy: -115874.965 eV
- Relative energy (zero: lowest compared OMol25 entry of this formula, charge and spin): 29.6 kcal/mol
- Highest occupied orbital energy: -4.3 eV
- Lowest unoccupied orbital energy: -0.263 eV